# 1
Here is C5H11P in the gas phase at a distorted geometry from the Open Molecules 2025 dataset. Energies are from ωB97M-V/def2-TZVPD.

Cartesian coordinates (Å):
C1 0.94703 0.57891 -0.92529
C2 -0.20638 -0.43675 -0.96171
C3 2.00731 0.20471 0.03975
C4 -0.94010 -0.54414 0.38154
C5 -1.64528 0.75277 0.76960
P1 0.22149 -1.06331 1.75117
H1 1.36750 0.61663 -1.93936
H2 0.54804 1.56784 -0.69658
H3 -0.92469 -0.14816 -1.73572
H4 0.19568 -1.41611 -1.22964
H5 2.60899 -0.66185 -0.17088
H6 2.43776 0.94740 0.68453
H7 -1.69158 -1.33712 0.27725
H8 -2.24415 1.13126 -0.06237
H9 -0.91794 1.51480 1.05019
H10 -2.30087 0.58097 1.62381
H11 0.53717 -2.28783 1.14371

Output
HOMO-LUMO gap (alpha / beta)	7.990 / 7.915	eV
E_LUMO (alpha / beta)	0.00290 / -0.00322	Ha
HOMO level (alpha / beta)	-7.9 / -8.0	eV

---

# 2
Here is a molecular structure, C5H12AgN6O9 at a distorted geometry from the Open Molecules 2025 dataset. Energies are from ωB97M-V/def2-TZVPD.

Cartesian coordinates (Å):
Ag1 -0.33600 0.57436 0.15978
C1 2.28563 0.83476 1.04351
O1 1.73787 1.63288 0.21552
O2 3.52079 0.84572 1.33074
O3 1.39771 0.06548 1.55095
C2 -2.33538 2.15534 -1.11814
O4 -1.24608 2.66838 -0.76098
O5 -2.44677 0.95899 -0.68035
O6 -3.15565 2.70366 -1.88256
C3 0.50882 -0.61034 -3.02716
O7 0.37529 0.06593 -2.01380
N1 -0.50611 -1.19216 -3.69056
N2 1.70329 -1.06894 -3.43433
H1 -1.45076 -1.30473 -3.36936
H2 -0.17497 -1.85787 -4.36389
H3 1.72964 -1.49636 -4.34079
H4 2.51330 -0.71270 -2.95140
C4 -0.83448 2.05749 3.19786
O8 -1.16014 1.52341 2.15499
N3 0.46302 2.06423 3.62053
N4 -1.57710 2.87714 3.96259
H5 1.18919 1.50101 3.19168
H6 0.78479 2.89581 4.08411
H7 -1.35339 3.33341 4.82419
H8 -2.55016 2.79887 3.70085
C5 -0.21014 -2.55750 -0.02578
O9 -0.96910 -1.65755 0.26166
N5 -0.61324 -3.63011 -0.78739
N6 1.10598 -2.56184 0.30090
H9 0.08940 -4.21670 -1.20028
H10 -1.51076 -3.47157 -1.21351
H11 1.63920 -3.41301 0.32319
H12 1.38627 -1.80550 0.93723

Output
⟨S²⟩	0.758
HOMO-LUMO gap (alpha / beta)	3.860 / 3.779	eV
charge	-2
E_LUMO (alpha / beta)	0.17337 / 0.17338	Ha
spin multiplicity	2
HOMO level (alpha / beta)	0.9 / 0.9	eV

---

# 3
Here is 2 unconnected molecules or ions with the total composition C5H12BFIN3O3 at a distorted geometry from the Open Molecules 2025 dataset. Energies are from ωB97M-V/def2-TZVPD.

Cartesian coordinates (Å):
O1 -2.44942 0.78071 -4.22149
C1 -1.91430 1.45466 -3.41354
O2 -2.40117 2.63650 -2.95912
C2 -1.54486 3.07273 -1.90408
C3 -0.26608 2.34871 -2.21909
F1 0.41887 2.03842 -1.08578
O3 -0.72298 1.15167 -2.82483
H1 -1.96367 2.76751 -0.94291
H2 -1.43122 4.15501 -1.91372
H3 0.39400 2.87715 -2.91064
N1 0.06727 -1.08950 -0.19738
C4 0.34819 -1.49246 1.18491
N2 -0.91482 -1.58582 1.88374
N3 1.11914 -2.75327 1.17825
C5 1.24463 -0.44621 1.93297
B1 2.07921 -1.05425 3.14774
I1 1.35624 -2.48814 4.60636
H4 0.37699 -1.77365 -0.86199
H5 0.43468 -0.17370 -0.39239
H6 -0.87024 -2.21587 2.67032
H7 -1.66989 -1.80437 1.25594
H8 1.92354 -2.56261 0.58705
H9 0.61709 -3.46969 0.66290
H10 1.97657 -0.09571 1.18511
H11 0.60019 0.38081 2.25493
H12 3.19206 -0.65864 3.29673

Output
SMILES	O=C1OC[C@@H](F)O1.NC(N)(N)CBI
HOMO-LUMO gap	9.333	eV
E_LUMO	0.01160	Ha
HOMO level	-9.0	eV

---

# 4
Here is C5H12BN in the gas phase at a distorted geometry from the Open Molecules 2025 dataset. Energies are from ωB97M-V/def2-TZVPD.

Cartesian coordinates (Å):
C1 -2.67737 1.18651 -0.07318
C2 -1.65381 0.72659 0.69118
B1 -0.33620 -0.23321 0.30755
C3 -0.65446 -1.99856 0.56198
N1 0.95044 0.10497 0.00253
C4 1.28424 1.44636 -0.26588
C5 1.99369 -0.73174 -0.61020
H1 -3.56385 1.67038 0.40144
H2 -2.54814 1.47319 -1.08967
H3 -1.86440 0.51594 1.76246
H4 -0.47892 -2.28531 -0.45139
H5 -1.65966 -2.24468 0.98461
H6 0.10610 -2.35515 1.31843
H7 1.74735 1.42179 -1.23819
H8 0.46187 2.25761 -0.38830
H9 2.07894 1.78496 0.45860
H10 3.00058 -0.53761 -0.19463
H11 1.75481 -1.69820 -0.53723
H12 2.05877 -0.50385 -1.64010

Output
SMILES	C=CB(C)N(C)C
HOMO-LUMO gap	9.799	eV
E_LUMO	0.02640	Ha
HOMO level	-9.1	eV

---

# 5
Here is a molecular structure, C5H12BO8V at a distorted geometry from the Open Molecules 2025 dataset. Energies are from ωB97M-V/def2-TZVPD.

Cartesian coordinates (Å):
O1 -31.64552 9.37895 -6.12650
V1 -31.84874 9.26342 -4.53506
C1 -31.91008 6.65465 -3.32848
O2 -30.96426 5.99087 -2.92400
O3 -32.05005 6.93808 -4.54040
O4 -31.87257 7.74022 -2.68568
C2 -29.43833 9.92684 -3.19760
O5 -30.48966 10.53279 -3.46828
O6 -29.17558 9.72504 -2.03464
O7 -29.55662 8.91774 -3.95284
B1 -33.87548 10.06914 -4.25020
H1 -34.67104 10.79670 -4.20565
H2 -34.11467 9.09168 -3.86084
H3 -33.67924 9.87161 -5.29265
H4 -33.00214 10.48573 -3.77272
C3 -30.99028 11.77923 -9.05215
C4 -30.52617 12.81083 -7.97163
C5 -31.43317 12.79309 -6.71207
O8 -29.22475 12.41174 -7.65540
H5 -30.98927 10.79688 -8.57985
H6 -30.23566 11.81397 -9.83793
H7 -31.97469 11.93473 -9.49358
H8 -30.61122 13.78388 -8.45540
H9 -31.99887 13.71118 -6.55338
H10 -30.94476 12.55211 -5.76788
H11 -32.18365 12.03393 -6.93239
H12 -28.93630 13.00477 -6.95776

Output
⟨S²⟩	0.774
HOMO-LUMO gap (alpha / beta)	2.708 / 2.763	eV
charge	-3
E_LUMO (alpha / beta)	0.24849 / 0.24848	Ha
spin multiplicity	2
HOMO level (alpha / beta)	4.1 / 4.0	eV

---

# 6
Here is a molecular structure, C5H12BaFO5PS at a distorted geometry from the Open Molecules 2025 dataset. Energies are from ωB97M-V/def2-TZVPD.

Cartesian coordinates (Å):
C1 -0.10851 2.39182 0.08008
O1 -0.82357 1.23819 -0.12965
C2 -0.24843 0.02499 0.39300
C3 0.33758 -0.86777 -0.71055
O2 0.94908 -1.98676 -0.27221
C4 2.02317 -1.83778 0.64367
S1 1.38990 0.06543 -1.97602
O3 0.50759 0.91487 -2.65305
O4 2.10242 -0.80394 -2.78892
F1 2.49922 1.08881 -1.17288
P1 -1.60258 -1.01799 1.22474
C5 -2.87234 -1.09135 -0.10808
O5 -2.19885 -0.06203 2.40615
H1 -0.02736 2.93360 -0.86310
H2 0.94378 2.21131 0.42024
H3 -0.55861 3.03973 0.84053
H4 0.44451 0.26667 1.20573
H5 -0.48804 -1.19004 -1.33755
H6 2.47642 -0.84509 0.60265
H7 2.77043 -2.59502 0.47104
H8 1.65043 -1.97965 1.65493
H9 -2.60532 -0.42869 -0.92663
H10 -3.84410 -0.78823 0.25275
H11 -2.85048 -2.10333 -0.48787
H12 -2.38025 0.83861 2.08575
Ba1 2.51391 2.58364 1.14524

Output
HOMO-LUMO gap	5.885	eV
charge	+2
E_LUMO	-0.32693	Ha
HOMO level	-14.8	eV

---

# 7
Here is 2 unconnected molecules or ions with the total composition C5H12Br3PSi at a distorted geometry from the Open Molecules 2025 dataset. Energies are from ωB97M-V/def2-TZVPD.

Cartesian coordinates (Å):
C1 -2.10384 -0.68002 0.32405
C2 -0.43119 0.66388 -2.19304
C3 0.35190 -2.27894 -1.24761
C4 0.86214 -0.10433 1.78923
C5 0.87674 0.04676 0.34848
Si1 -0.54626 -0.65582 -0.71094
P1 -0.17715 3.33752 1.00551
Br1 2.33285 -1.54734 2.70794
Br2 1.31127 4.47757 -0.36375
Br3 0.82322 3.70339 2.92309
H1 -3.00978 -0.68708 -0.19325
H2 -2.07545 -1.58021 0.84668
H3 -2.08607 -0.02859 1.29792
H4 -0.66270 1.58140 -1.72049
H5 0.57364 0.51249 -2.58978
H6 -1.08767 0.63848 -2.97104
H7 0.93259 -2.01723 -2.07970
H8 1.03410 -2.55183 -0.48477
H9 -0.16267 -3.22283 -1.33593
H10 1.43029 0.58104 2.50663
H11 0.05347 -0.51582 2.26865
H12 1.76058 0.32753 -0.12786

Output
HOMO-LUMO gap (alpha / beta)	6.721 / 7.188	eV
E_LUMO (alpha / beta)	-0.06723 / -0.05770	Ha
HOMO level (alpha / beta)	-8.6 / -8.8	eV

---

# 8
Here is C5H12BrNO in the gas phase at a distorted geometry from the Open Molecules 2025 dataset. Energies are from ωB97M-V/def2-TZVPD.

Cartesian coordinates (Å):
C1 2.30596 1.00002 -0.33623
O1 1.55659 -0.14352 -0.62320
N1 0.46769 -0.23248 0.31966
C2 0.81186 -0.70783 1.63545
C3 -0.79638 -0.56228 -0.24523
C4 -0.81505 -0.54391 -1.72898
C5 -2.09235 0.57717 0.44359
Br1 -3.78989 -0.16105 0.13781
H1 1.55752 1.82895 -0.00047
H2 2.63189 1.33669 -1.31767
H3 3.24603 1.00832 0.18035
H4 0.15560 -0.11787 2.34041
H5 0.44642 -1.68664 1.74636
H6 1.78651 -0.61967 1.98338
H7 -1.22232 -1.52203 0.24753
H8 -0.70662 0.46708 -2.10637
H9 0.03396 -1.03827 -2.15384
H10 -1.89492 -0.90985 -2.07515
H11 -1.64025 0.44886 1.48596
H12 -2.04226 1.57831 0.06666

Output
SMILES	CON(C)[C@H](C)CBr
HOMO-LUMO gap	8.974	eV
E_LUMO	0.03289	Ha
HOMO level	-8.1	eV